[1]
The following is a DFT calculation (wB97M-V/def2-TZVPD) of 2 unconnected molecules or ions with the total composition C2H4INO.

Summary:
highest occupied orbital energy (spin up / spin down): -0.36282 / -0.36278 hartree
energy relative to the best compared isomer or geometry (same formula, charge and spin): 4.1611 eV
lowest unoccupied orbital energy (spin up / spin down): -0.0893 / -0.0894 Ha
spin multiplicity: 1
maximum force: 0.079 Eh/bohr
gap between HOMO and LUMO (spin up / spin down): 7.44 / 7.44 eV

Structure (XYZ):
```
9
Properties=species:S:1:pos:R:3:forces:R:3
C 0.298748 -0.575645 0.261104 -1.798 -2.561 0.804
C 0.532084 0.757389 0.600346 -0.561 2.746 -2.944
N 0.906224 -1.206208 -0.608116 1.154 0.812 -1.071
O -1.216695 1.456266 -0.858377 2.171 0.243 2.141
I -1.229160 -1.343898 1.592604 -0.121 -0.374 -0.166
H 1.517608 1.064876 0.146289 -1.243 0.526 0.856
H -0.176768 1.292820 1.220318 0.798 0.076 0.281
H 0.687834 -2.102616 -0.995711 -0.444 -0.551 0.592
H -1.319875 0.657017 -1.358457 0.044 -0.917 -0.494
```
Forces are in eV/Å.

These are the Löwdin partial charges, in e, on atoms 1 to 2:
1 C -0.93
2 C 0.04

[2]
The following is a DFT calculation (wB97M-V/def2-TZVPD) of a molecular structure, C37H31Cl3FeGeP2Si.

Summary:
highest occupied orbital energy (spin up / spin down): -0.41699 / -0.41839 hartree
energy relative to the best compared isomer or geometry (same formula, charge and spin): 0.0000 eV
total charge: +1
lowest unoccupied orbital energy (spin up / spin down): -0.1182 / -0.1088 Ha
spin multiplicity: 2
maximum force: 0.009 Eh/bohr
expectation value of S²: 0.786
gap between HOMO and LUMO (spin up / spin down): 8.13 / 8.42 eV

Structure (XYZ):
```
76
Properties=species:S:1:pos:R:3:forces:R:3
Fe -0.317185 0.329638 1.103015 0.388 0.080 0.017
C 1.168923 1.336754 -2.317147 -0.035 0.022 -0.037
Si 0.876741 1.553454 -0.493965 -0.129 0.149 0.111
C 2.578040 1.773361 0.250735 0.084 0.011 0.018
C 3.486851 2.817047 0.081977 -0.055 -0.087 0.049
C 4.777208 2.699321 0.583134 0.059 -0.040 0.045
C 5.185093 1.532200 1.221846 -0.081 0.013 -0.029
C 4.303937 0.467502 1.368119 -0.015 0.083 0.010
C 3.005979 0.598403 0.888591 0.045 0.035 0.032
P 1.734385 -0.696836 0.919562 -0.301 -0.029 -0.300
C 2.131842 -1.892628 2.220495 -0.057 0.103 0.054
C 2.049395 -3.260847 1.966072 0.011 -0.021 -0.038
C 2.307623 -4.171281 2.978559 -0.012 0.001 -0.001
C 2.648124 -3.723744 4.247351 0.001 -0.005 -0.005
C 2.727080 -2.363314 4.504152 0.040 0.015 -0.001
C 2.463359 -1.447337 3.498280 0.022 0.007 0.008
C 1.937975 -1.625567 -0.629438 0.049 0.066 0.022
C 3.162549 -1.675165 -1.290132 -0.005 -0.045 -0.045
C 3.277797 -2.366287 -2.488892 -0.019 -0.011 0.021
C 2.175980 -3.021842 -3.022866 0.020 0.011 0.013
C 0.957857 -2.989603 -2.356420 -0.020 -0.015 -0.004
C 0.835638 -2.287379 -1.167027 0.001 0.010 -0.023
C -0.512663 2.639964 0.174582 -0.207 -0.422 0.061
C -0.290604 3.841857 0.868739 0.063 -0.111 -0.151
C -1.284830 4.414313 1.630119 -0.030 0.055 0.042
C -2.518210 3.776335 1.780908 -0.011 0.077 0.063
C -2.770160 2.582437 1.143521 0.067 -0.193 -0.067
C -1.787374 2.001477 0.321696 0.233 0.274 -0.124
P -1.953449 0.372283 -0.491407 -0.067 -0.036 0.208
C -2.036507 0.650492 -2.281126 0.083 0.037 0.037
C -1.882701 -0.455606 -3.115577 0.022 0.010 0.004
C -1.947123 -0.300147 -4.490887 -0.009 -0.031 0.017
C -2.170684 0.957408 -5.036989 -0.009 0.048 0.003
C -2.342172 2.057240 -4.207729 -0.010 -0.023 0.003
C -2.279288 1.906997 -2.828448 0.086 -0.026 0.008
C -3.603772 -0.294213 -0.151159 0.074 -0.044 0.012
C -4.733750 0.428093 -0.538294 -0.071 0.004 0.014
C -5.997593 -0.098693 -0.331193 0.008 0.004 -0.004
C -6.140781 -1.360814 0.236859 0.011 0.035 -0.007
C -5.020207 -2.096076 0.590107 0.024 -0.024 -0.008
C -3.750747 -1.565598 0.396997 -0.045 0.052 -0.031
H 1.258576 2.341275 -2.745569 0.010 -0.044 -0.029
H 0.417694 0.790699 -2.880196 -0.004 0.010 0.029
H 2.134855 0.836999 -2.424980 -0.064 0.016 -0.033
H 3.195319 3.728250 -0.431215 0.017 -0.052 0.030
H 5.475112 3.520884 0.474512 -0.032 -0.032 0.003
H 6.193662 1.451448 1.605713 -0.008 0.003 -0.013
H 4.621830 -0.445369 1.856700 -0.001 0.001 0.014
H 1.793721 -3.621206 0.978766 0.001 -0.010 -0.001
H 2.242429 -5.231821 2.773780 0.006 0.011 0.002
H 2.847779 -4.435969 5.037690 0.000 0.011 -0.017
H 2.980625 -2.009504 5.494908 -0.007 -0.004 -0.020
H 2.500551 -0.388595 3.715839 0.034 0.005 0.001
H 4.024425 -1.166409 -0.875935 -0.002 0.004 -0.020
H 4.229742 -2.395392 -3.003590 -0.024 0.002 0.010
H 2.266917 -3.561725 -3.957204 0.003 0.017 0.033
H 0.102505 -3.514472 -2.764161 0.017 0.009 0.000
H -0.117031 -2.256591 -0.647357 0.021 0.011 -0.020
H 0.683390 4.316205 0.815030 -0.055 -0.006 -0.006
H -1.103287 5.355634 2.134368 -0.003 -0.041 -0.002
H -3.279615 4.218879 2.411044 0.018 -0.006 -0.027
H -3.720153 2.082394 1.279234 -0.016 0.002 0.000
H -1.699752 -1.435847 -2.689223 -0.007 0.007 -0.018
H -1.820767 -1.158050 -5.138692 -0.003 0.009 0.016
H -2.216082 1.079479 -6.111754 0.001 -0.005 0.029
H -2.526348 3.034589 -4.634821 0.003 -0.012 0.012
H -2.402498 2.769411 -2.184315 0.005 0.001 -0.003
H -4.625597 1.399311 -1.009224 -0.014 -0.021 0.009
H -6.872044 0.468948 -0.622498 0.018 -0.014 0.007
H -7.130253 -1.771648 0.395093 0.037 0.012 -0.012
H -5.129189 -3.085464 1.016731 0.003 0.042 -0.015
H -2.878994 -2.140652 0.674568 0.004 -0.009 0.013
Cl -1.337806 -1.172644 2.636806 0.044 0.115 -0.055
Ge -1.205967 0.518241 4.360907 -0.153 0.121 -0.041
Cl 0.053683 -0.603607 5.743270 0.051 -0.041 0.112
Cl 0.589996 1.438714 2.979056 -0.103 -0.147 0.011
```
Forces are in eV/Å.

These are the Löwdin partial charges, in e, on atoms 1 to 2:
1 Fe -0.31
2 C -0.13

[3]
The following is a DFT calculation (wB97M-V/def2-TZVPD) of 32 unconnected molecules or ions with the total composition C10H78NO36S.

Summary:
highest occupied orbital energy: -0.43837 hartree
total charge: +1
lowest unoccupied orbital energy: -0.1469 Ha
spin multiplicity: 1
maximum force: 0.073 Eh/bohr
gap between HOMO and LUMO: 7.93 eV

Structure (XYZ):
```
126
Properties=species:S:1:pos:R:3:forces:R:3
O -1.588237 -4.188258 -2.405676 0.664 2.646 0.926
S -0.834650 -3.103857 -1.734989 -0.005 -3.541 0.740
O 0.204541 -3.665174 -0.837127 -1.453 2.127 -1.251
O -1.868774 -2.145484 -0.838606 1.239 -0.919 -1.270
C -0.130768 -1.970969 -3.012362 -0.478 1.071 0.226
C 0.021337 -0.462932 -2.478075 0.044 -0.415 -1.215
C -1.249115 0.331446 -3.010305 -0.089 -0.057 0.528
C -1.724996 1.520312 -2.065528 -1.443 -1.024 -1.376
N -0.662231 2.535266 -1.854199 1.617 1.769 0.363
C -0.479471 3.477909 -2.893282 2.715 2.135 1.063
C 0.581917 4.534940 -2.815429 -0.060 -2.134 2.487
C 1.493142 4.606102 -1.608705 -2.569 -2.757 -0.236
C 1.253639 3.605083 -0.530994 -1.950 -0.318 -2.442
C 0.142145 2.565015 -0.693635 1.691 1.762 -0.228
C -0.053185 1.531674 0.494165 0.627 -0.155 -0.125
O 1.165121 0.718541 0.538810 0.937 2.313 -2.009
O 0.908528 -0.466723 1.169833 -1.166 -2.192 1.825
H -2.318344 -2.726915 -0.181357 0.383 0.139 -0.175
H -0.887170 -1.983554 -3.863543 1.084 -0.212 1.082
H 0.851509 -2.405446 -3.353953 -1.189 0.080 0.631
H 0.171224 -0.426130 -1.362242 -0.231 -0.045 -1.221
H 0.951720 -0.064426 -2.997866 -1.078 -0.361 0.894
H -2.117627 -0.404315 -3.045600 0.902 1.101 0.091
H -1.083779 0.690398 -4.080480 -0.186 -0.463 1.448
H -2.575751 2.034727 -2.624805 1.158 -0.463 0.830
H -2.185905 1.120874 -1.118797 0.955 0.713 -0.800
H -1.121515 3.485821 -3.819465 0.549 -0.525 1.475
H 0.748960 5.277763 -3.637241 -0.511 -1.021 0.801
H 2.323990 5.354464 -1.505721 -1.271 -0.901 -0.266
H 1.893796 3.587689 0.399342 -0.931 -0.057 -1.298
H -0.916306 0.828728 0.373092 0.936 1.006 0.202
H -0.080978 2.115075 1.469529 -0.389 -0.730 -1.337
H 1.451286 -1.187278 0.779205 -0.134 0.993 -0.387
O 4.035811 2.487518 0.781259 0.211 0.078 -0.509
H 3.666367 1.782692 1.323969 -0.035 0.017 0.415
H 4.486002 2.020191 0.062024 -0.171 -0.187 -0.032
O -4.779881 -4.560727 -2.933378 0.183 -0.025 -0.444
H -4.909941 -3.648331 -3.221483 -0.151 0.099 0.628
H -3.912274 -4.549116 -2.507597 0.085 -0.061 -0.192
O 6.088181 4.141393 -0.808253 -0.051 -0.085 -0.161
H 5.345519 3.795309 -0.297194 0.105 0.078 0.216
H 6.700043 3.395750 -0.864306 -0.054 0.040 0.001
O -2.375651 -3.982845 1.997191 0.230 -0.192 -0.192
H -2.035112 -3.568540 2.807483 -0.137 0.428 0.044
H -1.778334 -4.725689 1.847477 -0.185 0.000 -0.129
O -4.790176 -4.578879 -6.031340 0.265 0.016 -0.082
H -4.471207 -5.487548 -5.961289 -0.185 0.028 0.156
H -4.862335 -4.287401 -5.112546 0.016 -0.309 0.032
O -4.416849 -2.863137 -8.369891 0.160 0.116 0.043
H -4.222129 -3.514898 -7.682544 -0.357 0.143 -0.014
H -5.279564 -2.513445 -8.119921 0.068 -0.121 -0.050
O 8.487542 5.651152 -2.031802 -0.258 -0.033 0.039
H 7.875737 5.260447 -1.394631 0.089 0.087 0.005
H 7.960972 6.325019 -2.479332 0.238 0.021 -0.058
O -2.537924 1.968271 1.232090 -0.028 0.059 0.033
H -2.853115 2.870045 1.389598 -0.186 -0.133 0.214
H -3.071623 1.429718 1.828390 -0.120 0.210 -0.081
O 2.707005 1.115617 3.336092 -0.299 0.140 -0.234
H 2.285208 1.797792 3.872064 0.188 -0.038 0.018
H 1.982218 0.757496 2.805143 0.088 -0.188 0.042
O 2.646571 6.139661 0.540474 0.299 0.047 0.142
H 3.560480 5.891412 0.349343 -0.024 0.043 0.171
H 2.710169 6.645094 1.360433 -0.056 -0.003 -0.098
O -1.668235 -2.160519 4.129030 0.278 0.088 -0.119
H -1.791522 -1.251074 3.833709 -0.079 -0.135 -0.022
H -0.803082 -2.151675 4.563702 -0.142 -0.115 0.250
O -5.411507 -2.228198 -1.434057 0.039 0.270 0.105
H -5.212961 -2.878388 -0.747999 -0.220 0.016 -0.011
H -6.274287 -1.878212 -1.179457 0.068 -0.085 0.030
O 5.477839 7.149356 -3.056597 -0.122 -0.219 0.254
H 5.672768 6.497823 -2.370256 -0.036 -0.016 -0.095
H 4.619193 7.506869 -2.802066 0.149 0.114 -0.076
O -1.735840 0.582430 -6.280984 -0.310 0.318 0.066
H -1.672314 1.281923 -6.941310 0.036 -0.123 0.038
H -2.134603 -0.155050 -6.760392 0.276 -0.051 -0.006
O -0.196953 -2.053478 6.957030 -0.091 0.036 -0.245
H -0.002472 -2.702161 7.649060 0.026 0.158 0.122
H -1.057420 -1.697103 7.207681 0.059 -0.114 -0.038
O 0.117323 -2.290833 9.826346 -0.135 -0.316 -0.162
H -0.005061 -1.379561 9.531184 0.237 0.040 0.265
H 0.980851 -2.281306 10.254198 -0.138 0.090 0.006
O -5.396370 -3.626422 1.806761 -0.063 0.247 -0.507
H -4.478474 -3.871318 1.636673 0.061 -0.141 0.263
H -5.352758 -3.109307 2.621579 0.009 -0.247 0.078
O -8.245460 -2.645152 1.433370 -0.002 -0.265 0.079
H -8.995518 -2.992188 1.929857 0.023 0.108 -0.108
H -7.621817 -3.384809 1.401760 0.119 0.192 0.011
O -2.191687 -5.243377 -7.316292 -0.033 0.109 0.105
H -2.624161 -4.565800 -6.780688 0.000 -0.103 0.007
H -2.907372 -5.614948 -7.845877 0.196 -0.001 -0.085
O 5.246263 1.174830 -2.082235 -0.208 0.179 -0.072
H 5.312584 1.875018 -2.743727 0.068 -0.021 0.099
H 4.841378 0.440470 -2.558966 0.123 -0.020 0.131
O 11.519940 5.439936 -1.576098 -0.062 -0.153 -0.167
H 10.573766 5.474124 -1.772250 -0.053 0.106 0.045
H 11.891345 4.924030 -2.300520 0.022 0.081 0.116
O 1.767445 -5.380677 1.037349 -0.187 0.271 0.251
H 1.167602 -5.779878 1.678249 0.186 -0.095 -0.048
H 1.223710 -4.723420 0.580650 0.046 -0.126 -0.234
O 1.457545 0.108900 9.497910 0.038 0.121 -0.471
H 1.587894 1.067898 9.537494 0.023 -0.140 0.276
H 1.788219 -0.136825 8.624313 -0.144 -0.083 0.051
O 4.033835 -4.035693 2.510283 -0.225 0.237 -0.013
H 3.598124 -3.357793 3.038919 0.141 -0.091 0.018
H 3.316548 -4.427316 1.989342 0.022 -0.196 -0.035
O -5.046570 2.521834 0.592554 -0.394 0.000 -0.264
H -5.987545 2.573970 0.383085 0.065 0.052 0.106
H -4.671120 2.012085 -0.134599 0.025 0.009 0.156
O -0.204163 -1.404499 -7.800352 -0.108 -0.200 -0.143
H -0.185454 -1.180879 -8.738623 0.023 -0.038 0.091
H -0.315721 -2.363996 -7.792138 0.070 0.059 -0.014
O 3.145782 2.172296 10.147702 0.338 0.242 0.083
H 3.488664 2.580334 10.952968 -0.138 0.000 -0.032
H 3.740807 1.428155 9.991600 -0.091 0.030 0.014
O -4.796428 -3.826547 4.634019 -0.028 -0.085 0.241
H -5.546789 -4.173778 5.131071 0.042 0.085 -0.066
H -4.175492 -4.563833 4.602233 -0.028 0.118 -0.077
O -2.966095 4.092496 3.276795 0.059 0.052 0.191
H -3.705881 4.433852 3.793666 -0.003 -0.036 -0.156
H -2.203564 4.208007 3.855869 -0.064 -0.009 -0.091
O 0.685718 -5.548558 -6.193542 -0.050 0.069 -0.089
H -0.259105 -5.524616 -6.394575 -0.011 -0.098 -0.080
H 1.065761 -6.058785 -6.917651 -0.017 0.055 0.110
O 3.636069 4.786719 8.491649 -0.064 -0.129 -0.086
H 3.271607 4.079493 9.039885 0.082 -0.036 -0.057
H 4.089457 4.320741 7.780192 0.001 0.090 0.106
```
Forces are in eV/Å.

These are the Löwdin partial charges, in e, on atoms 1 to 2:
1 O -0.31
2 S 0.72